# 1
Density functional theory data (ωB97M-V/def2-TZVPD) for C11H11ClIrN6O6S2 as an isolated structure.

```
38
Properties=species:S:1:pos:R:3:lowdin_spin:R:1
Ir -0.586 -0.319 0.424 2.408
N -3.076 -1.439 2.779 0.041
C -3.118 -1.999 1.586 0.029
N -2.339 -1.666 0.574 0.032
C -2.627 -2.402 -0.553 0.012
C -3.624 -3.328 -0.403 0.153
S -4.252 -3.282 1.178 0.059
C -1.913 -2.086 -1.752 0.085
C -2.000 -2.743 -2.996 0.318
S -1.030 -1.996 -4.148 0.147
C -0.566 -0.782 -2.928 0.053
N -1.087 -1.036 -1.723 0.107
N 0.144 0.255 -3.242 0.150
H -2.371 -0.722 2.971 0.001
H -3.673 -1.750 3.525 0.001
H -4.024 -4.009 -1.144 0.005
H -2.577 -3.626 -3.239 0.011
H 0.471 0.358 -4.192 0.002
H 0.361 1.072 -2.562 0.002
O -1.200 2.500 3.454 0.014
Cl -0.389 1.671 2.634 0.006
O 1.001 1.795 2.919 0.003
O -0.792 0.240 2.794 0.061
O -0.631 1.941 1.192 0.080
C 3.351 3.534 -0.432 0.001
N 2.949 2.162 -0.094 0.002
C 3.657 1.453 0.847 0.001
C 3.293 0.241 1.288 0.003
C 2.040 -0.248 0.800 0.013
O 1.380 -1.223 1.255 0.134
N 1.421 0.403 -0.216 0.047
C 1.835 1.602 -0.681 0.012
O 1.258 2.139 -1.647 0.006
H 4.375 3.547 -0.800 0.000
H 3.270 4.168 0.448 0.000
H 2.691 3.905 -1.205 0.000
H 4.538 1.953 1.229 0.000
H 3.841 -0.281 2.057 0.001
```

Output
* LUMO (spin up / spin down): -4.21 / -6.82 eV
* <S²>: 6.035
* multiplicity: 5
* M: 615.0 g/mol
* net charge: +1
* Kohn-Sham gap (spin up / spin down): 6.4 / 4.5 eV
* energy: -2566.13225 Eh

---

# 2
Density functional theory data (ωB97M-V/def2-TZVPD) for C11H11ClO2Pm as an isolated structure at a distorted geometry.

```
26
Properties=species:S:1:pos:R:3:lowdin_spin:R:1
C -2.218 -1.081 -0.001 0.002
C -1.590 -1.265 -1.277 -0.004
C -1.371 0.030 -1.847 -0.004
H -1.257 -2.240 -1.692 0.001
C -1.820 1.027 -0.908 -0.001
C -2.355 0.341 0.232 -0.009
H -2.684 0.801 1.184 0.000
H -2.430 -1.870 0.747 0.000
H -0.839 0.239 -2.799 0.000
H -1.674 2.127 -0.988 0.001
Pm 0.059 -0.128 0.307 4.035
Cl 0.251 -2.186 1.679 -0.003
C 2.522 -0.002 0.360 0.004
C 2.115 1.240 -0.242 -0.008
C 1.619 0.948 -1.561 -0.003
H 2.066 2.226 0.276 0.000
C 1.703 -0.464 -1.768 -0.006
C 2.257 -1.062 -0.593 -0.001
H 2.342 -2.151 -0.382 0.000
H 2.779 -0.151 1.433 0.001
H 1.144 1.691 -2.239 0.000
H 1.321 -1.026 -2.646 0.000
O -0.367 1.243 4.314 -0.001
C -0.476 0.751 3.220 0.001
O 0.314 0.863 2.196 -0.007
H -1.412 0.101 2.994 0.000
```

Output
* LUMO (spin up / spin down): 2.75 / 2.75 eV
* <S²>: 6.007
* multiplicity: 5
* M: 355.7 g/mol
* net charge: -1
* Kohn-Sham gap (spin up / spin down): 7.6 / 7.7 eV
* energy: -1644.93078 Eh

---

# 3
Density functional theory data (ωB97M-V/def2-TZVPD) for a 2-piece molecular cluster, C11H11F6N3O2P overall at a distorted geometry.

```
34
Properties=species:S:1:pos:R:3:mulliken_charge:R:1
N 3.269 -1.368 -0.324 -0.279
C 3.239 -1.704 -1.610 -0.175
C 1.906 -1.365 -2.425 -0.642
C 1.031 -0.173 -1.775 0.570
C 1.707 1.167 -1.350 -0.178
N 1.069 2.300 -0.766 -0.595
C -0.338 2.014 -0.637 0.385
C -1.241 3.162 -0.017 -0.410
C -2.792 3.015 0.145 -0.569
C -3.529 1.701 -0.297 0.438
C -5.104 1.427 -0.165 -0.353
O -5.521 0.345 -1.066 -0.213
O -5.477 -0.793 -0.294 -0.371
C -2.627 0.567 -0.888 -0.397
C -1.062 0.720 -1.078 0.373
N -0.370 -0.404 -1.657 -0.502
H 4.189 -1.632 0.081 0.214
H 4.126 -2.241 -2.130 0.311
H 2.091 -1.204 -3.557 0.315
H 1.241 -2.315 -2.371 0.236
H 2.848 1.248 -1.514 0.270
H -0.803 4.166 0.346 0.285
H -3.441 3.859 0.567 0.271
H -5.757 2.361 -0.302 0.314
H -5.275 1.011 0.900 0.259
H -5.594 -1.569 -0.896 0.309
H -3.107 -0.430 -1.205 0.195
F 5.182 -2.219 3.180 -0.344
P 3.617 -1.981 3.470 0.901
F 2.284 -2.714 2.950 -0.334
F 4.074 -1.372 4.886 -0.340
F 3.636 -3.416 4.196 -0.329
F 3.817 -1.497 1.947 -0.283
F 2.709 -0.669 3.657 -0.332
```

Output
* LUMO: 1.44 eV
* M: 362.2 g/mol
* net charge: -1
* Kohn-Sham gap: 7.8 eV
* energy: -1680.91268 Eh